i | {
  "formula": "C64H176N16O16",
  "method": "ωB97M-V/def2-TZVPD",
  "lumo_ev": 0.49,
  "homo_ev": -8.701,
  "orbital_gap_ev": 9.188,
  "elements": ["C", "C", "C", "O", "C", "N", "H", "H", "H", "H", "H", "H", "H", "H", "H", "H", "H", "C", "C", "C", "O", "C", "N", "H", "H", "H", "H", "H", "H", "H", "H", "H", "H", "H", "C", "C", "C", "O", "C", "N", "H", "H", "H", "H", "H", "H", "H", "H", "H", "H", "H", "C", "C", "C", "O", "C", "N", "H", "H", "H", "H", "H", "H", "H", "H", "H", "H", "H", "C", "C", "C", "O", "C", "N", "H", "H", "H", "H", "H", "H", "H", "H", "H", "H", "H", "C", "C", "C", "O", "C", "N", "H", "H", "H", "H", "H", "H", "H", "H", "H", "H", "H", "C", "C", "C", "O", "C", "N", "H", "H", "H", "H", "H", "H", "H", "H", "H", "H", "H", "C", "C", "C", "O", "C", "N", "H", "H", "H", "H", "H", "H", "H", "H", "H", "H", "H", "C", "C", "C", "O", "C", "N", "H", "H", "H", "H", "H", "H", "H", "H", "H", "H", "H", "C", "C", "C", "O", "C", "N", "H", "H", "H", "H", "H", "H", "H", "H", "H", "H", "H", "C", "C", "C", "O", "C", "N", "H", "H", "H", "H", "H", "H", "H", "H", "H", "H", "H", "C", "C", "C", "O", "C", "N", "H", "H", "H", "H", "H", "H", "H", "H", "H", "H", "H", "C", "C", "C", "O", "C", "N", "H", "H", "H", "H", "H", "H", "H", "H", "H", "H", "H", "C", "C", "C", "O", "C", "N", "H", "H", "H", "H", "H", "H", "H", "H", "H", "H", "H", "C", "C", "C", "O", "C", "N", "H", "H", "H", "H", "H", "H", "H", "H", "H", "H", "H", "C", "C", "C", "O", "C", "N", "H", "H", "H", "H", "H", "H", "H", "H", "H", "H", "H"],
  "positions_angstrom": [[-5.511, -20.839, -1.367], [-6.739, -21.138, -2.266], [-7.684, -19.977, -2.279], [-8.313, -19.829, -1.053], [-9.521, -20.457, -0.902], [-6.367, -21.670, -3.546], [-5.780, -20.147, -0.561], [-4.697, -20.466, -2.014], [-5.123, -21.714, -0.814], [-7.320, -21.870, -1.733], [-8.437, -20.060, -3.098], [-7.155, -19.027, -2.437], [-9.396, -21.580, -1.237], [-10.396, -19.978, -1.430], [-9.793, -20.418, 0.141], [-7.103, -21.963, -4.170], [-5.783, -21.075, -4.076], [-8.176, -27.121, 0.059], [-8.905, -28.072, -0.915], [-8.012, -28.708, -1.868], [-7.457, -27.688, -2.735], [-6.286, -28.167, -3.374], [-9.543, -29.112, -0.074], [-8.901, -26.558, 0.622], [-7.453, -26.406, -0.378], [-7.429, -27.737, 0.623], [-9.658, -27.472, -1.519], [-8.566, -29.424, -2.474], [-7.223, -29.346, -1.402], [-6.373, -29.213, -3.725], [-5.305, -28.020, -2.861], [-6.277, -27.446, -4.155], [-10.132, -29.769, -0.529], [-8.843, -29.493, 0.562], [-7.884, -22.692, -8.083], [-6.602, -22.679, -7.297], [-5.710, -23.791, -7.741], [-6.211, -25.082, -7.297], [-5.330, -26.106, -7.662], [-5.941, -21.399, -7.583], [-8.548, -23.510, -7.912], [-7.689, -22.672, -9.165], [-8.433, -21.745, -7.914], [-6.822, -22.743, -6.280], [-4.761, -23.685, -7.266], [-5.595, -23.831, -8.842], [-4.382, -25.936, -7.196], [-5.052, -26.090, -8.742], [-5.744, -27.050, -7.317], [-6.090, -21.218, -8.638], [-4.930, -21.413, -7.448], [-12.718, -30.503, 0.535], [-12.939, -29.396, -0.542], [-12.624, -27.987, -0.090], [-13.573, -27.809, 0.980], [-13.826, -26.388, 1.138], [-12.089, -29.650, -1.675], [-13.046, -30.127, 1.519], [-11.635, -30.624, 0.470], [-13.222, -31.424, 0.295], [-14.000, -29.380, -0.790], [-12.935, -27.186, -0.827], [-11.577, -27.872, 0.192], [-13.844, -25.825, 0.217], [-13.022, -25.988, 1.793], [-14.730, -26.222, 1.737], [-12.241, -29.074, -2.469], [-12.137, -30.633, -1.907], [-7.922, -30.656, -5.563], [-6.576, -30.928, -6.158], [-5.796, -32.188, -5.508], [-5.599, -31.816, -4.175], [-4.859, -32.728, -3.366], [-6.724, -31.256, -7.601], [-8.546, -31.543, -5.663], [-8.409, -29.750, -6.051], [-7.855, -30.431, -4.477], [-6.010, -29.974, -5.996], [-4.885, -32.501, -5.984], [-6.499, -33.033, -5.593], [-4.853, -32.387, -2.341], [-3.848, -32.841, -3.830], [-5.224, -33.759, -3.350], [-5.811, -31.292, -8.150], [-7.358, -30.678, -8.147], [-5.325, -24.196, -1.554], [-4.193, -24.611, -0.615], [-4.730, -25.028, 0.756], [-3.650, -25.533, 1.577], [-2.896, -24.538, 2.344], [-3.455, -25.701, -1.237], [-5.828, -25.073, -1.929], [-4.870, -23.614, -2.395], [-6.101, -23.612, -1.021], [-3.436, -23.764, -0.468], [-5.433, -25.828, 0.620], [-5.271, -24.218, 1.201], [-3.647, -24.287, 3.099], [-2.459, -23.721, 1.791], [-2.045, -24.978, 2.807], [-2.756, -26.010, -0.589], [-4.110, -26.488, -1.492], [-3.392, -31.012, -0.729], [-2.852, -29.767, -0.016], [-1.672, -29.176, -0.797], [-0.591, -30.080, -0.784], [0.537, -29.561, -1.472], [-3.926, -28.813, 0.069], [-2.620, -31.743, -1.091], [-3.924, -30.534, -1.521], [-4.066, -31.554, -0.087], [-2.411, -30.035, 0.976], [-1.291, -28.336, -0.250], [-1.950, -28.990, -1.837], [1.216, -30.364, -1.780], [1.183, -28.958, -0.840], [0.184, -29.023, -2.367], [-3.728, -28.020, 0.734], [-4.838, -29.244, 0.245], [-7.791, -32.280, -2.064], [-9.183, -32.249, -1.376], [-10.066, -33.329, -1.922], [-11.412, -33.268, -1.388], [-12.354, -34.080, -1.944], [-9.082, -32.302, 0.054], [-7.242, -31.343, -1.893], [-7.911, -32.490, -3.139], [-7.215, -33.100, -1.628], [-9.646, -31.255, -1.634], [-9.556, -34.277, -1.651], [-10.169, -33.292, -3.025], [-12.435, -33.936, -3.076], [-13.319, -33.705, -1.556], [-12.249, -35.140, -1.771], [-8.439, -33.004, 0.411], [-10.004, -32.327, 0.477], [-11.967, -31.030, -4.708], [-13.380, -30.459, -4.893], [-13.545, -29.168, -5.655], [-12.911, -28.087, -5.002], [-13.308, -26.826, -5.410], [-14.296, -31.436, -5.533], [-12.107, -31.960, -4.131], [-11.251, -30.403, -4.189], [-11.580, -31.352, -5.683], [-13.756, -30.284, -3.859], [-14.610, -28.931, -5.788], [-13.140, -29.268, -6.687], [-14.326, -27.022, -5.730], [-12.603, -26.451, -6.127], [-13.188, -26.220, -4.497], [-14.557, -32.195, -4.913], [-13.693, -31.917, -6.210], [-8.863, -28.043, -10.061], [-9.415, -27.212, -8.909], [-10.537, -26.286, -9.343], [-10.944, -25.587, -8.170], [-11.815, -24.510, -8.458], [-9.872, -28.080, -7.819], [-8.048, -28.709, -9.693], [-8.443, -27.383, -10.874], [-9.705, -28.810, -10.318], [-8.542, -26.625, -8.477], [-11.378, -26.912, -9.719], [-10.189, -25.583, -10.059], [-12.742, -24.793, -8.911], [-11.229, -23.804, -9.083], [-12.094, -23.986, -7.522], [-10.823, -28.385, -7.997], [-9.887, -27.558, -6.918], [-11.019, -29.421, 4.291], [-11.724, -28.126, 3.838], [-12.363, -27.423, 5.003], [-13.189, -28.214, 5.699], [-13.627, -27.629, 6.961], [-10.674, -27.252, 3.323], [-11.607, -30.002, 4.980], [-10.045, -29.089, 4.681], [-10.867, -30.044, 3.387], [-12.565, -28.392, 3.126], [-12.872, -26.545, 4.689], [-11.547, -26.991, 5.654], [-14.133, -26.689, 6.739], [-12.812, -27.507, 7.649], [-14.335, -28.297, 7.436], [-10.170, -27.812, 2.636], [-11.020, -26.474, 2.810], [-9.894, -26.296, -4.340], [-9.052, -25.000, -4.544], [-9.896, -23.904, -5.286], [-9.167, -22.670, -5.259], [-9.907, -21.496, -5.703], [-8.654, -24.506, -3.200], [-10.747, -26.065, -3.662], [-9.340, -27.055, -3.742], [-10.376, -26.713, -5.272], [-8.165, -25.128, -5.172], [-10.870, -23.785, -4.732], [-10.083, -24.279, -6.335], [-10.537, -21.114, -4.868], [-10.638, -21.697, -6.432], [-9.142, -20.767, -5.944], [-7.833, -23.932, -3.291], [-8.409, -25.325, -2.644], [-5.416, -27.141, 4.194], [-6.906, -27.379, 3.910], [-7.698, -27.777, 5.167], [-7.341, -29.063, 5.617], [-7.994, -29.358, 6.816], [-7.363, -26.008, 3.534], [-5.307, -26.456, 5.065], [-4.728, -26.888, 3.393], [-5.007, -28.086, 4.566], [-7.060, -28.024, 3.033], [-8.790, -27.634, 4.886], [-7.389, -27.054, 5.946], [-7.888, -28.525, 7.586], [-7.607, -30.296, 7.228], [-9.055, -29.569, 6.617], [-6.718, -25.624, 2.799], [-8.246, -26.118, 3.121], [-13.155, -22.937, -0.256], [-11.719, -23.199, -0.606], [-11.037, -24.318, 0.209], [-11.180, -24.218, 1.644], [-10.655, -23.086, 2.185], [-11.609, -23.516, -2.026], [-13.236, -22.810, 0.775], [-13.808, -23.722, -0.718], [-13.465, -22.015, -0.719], [-11.139, -22.247, -0.453], [-9.953, -24.412, -0.020], [-11.462, -25.265, -0.098], [-9.552, -23.152, 2.194], [-10.944, -23.024, 3.205], [-10.911, -22.097, 1.780], [-11.939, -22.713, -2.597], [-10.732, -23.828, -2.435], [-1.441, -28.628, -6.554], [-2.241, -28.770, -5.233], [-2.541, -27.362, -4.784], [-1.401, -26.571, -4.725], [-1.553, -25.153, -4.632], [-3.407, -29.656, -5.419], [-2.088, -28.190, -7.294], [-1.021, -29.536, -7.019], [-0.588, -27.936, -6.415], [-1.650, -29.250, -4.475], [-3.024, -27.363, -3.780], [-3.267, -26.961, -5.531], [-2.372, -24.819, -5.355], [-0.608, -24.639, -4.899], [-1.916, -24.856, -3.672], [-4.089, -29.261, -6.097], [-3.841, -29.976, -4.555], [-6.854, -32.385, 4.461], [-5.953, -31.624, 3.472], [-5.128, -32.642, 2.677], [-4.065, -33.183, 3.514], [-3.058, -33.903, 2.835], [-6.631, -30.647, 2.670], [-6.182, -32.994, 5.041], [-7.499, -33.102, 3.932], [-7.306, -31.666, 5.134], [-5.222, -30.910, 4.043], [-4.648, -32.036, 1.861], [-5.750, -33.406, 2.206], [-3.476, -34.678, 2.245], [-2.539, -34.469, 3.633], [-2.468, -33.372, 2.136], [-6.748, -29.809, 3.202], [-7.564, -30.907, 2.442]],
  "lowdin_charge": [-0.03, -0.45, -0.23, -0.18, -0.14, 0.08, 0.08, 0.09, 0.05, 0.10, 0.13, 0.13, 0.11, 0.11, 0.07, 0.04, 0.06, -0.04, -0.41, -0.22, -0.21, -0.09, 0.07, 0.05, 0.06, 0.08, 0.15, 0.11, 0.13, 0.07, 0.08, 0.08, -0.01, 0.07, -0.06, -0.45, -0.18, -0.19, -0.13, 0.03, 0.06, 0.09, 0.08, 0.10, 0.11, 0.14, 0.05, 0.10, 0.09, 0.11, 0.07, -0.01, -0.41, -0.19, -0.22, -0.08, 0.06, 0.08, 0.05, 0.07, 0.13, 0.13, 0.10, 0.06, 0.07, 0.09, 0.06, 0.06, -0.08, -0.41, -0.18, -0.25, -0.10, 0.02, 0.08, 0.09, 0.05, 0.10, 0.11, 0.12, 0.05, 0.10, 0.09, 0.10, 0.04, -0.07, -0.44, -0.20, -0.24, -0.05, 0.05, 0.05, 0.09, 0.07, 0.15, 0.10, 0.11, 0.09, 0.08, 0.07, 0.05, 0.07, -0.06, -0.44, -0.21, -0.19, -0.10, 0.05, 0.11, 0.05, 0.05, 0.15, 0.12, 0.12, 0.09, 0.08, 0.09, 0.09, 0.07, -0.04, -0.46, -0.18, -0.21, -0.16, 0.06, 0.06, 0.08, 0.08, 0.11, 0.14, 0.12, 0.09, 0.09, 0.08, 0.08, 0.07, -0.06, -0.43, -0.21, -0.21, -0.10, 0.04, 0.06, 0.06, 0.08, 0.14, 0.12, 0.13, 0.09, 0.06, 0.10, 0.07, 0.07, -0.08, -0.46, -0.20, -0.24, -0.11, 0.05, 0.06, 0.09, 0.11, 0.15, 0.14, 0.11, 0.08, 0.10, 0.09, 0.07, 0.06, -0.03, -0.41, -0.30, -0.17, -0.05, 0.07, 0.07, 0.05, 0.08, 0.14, 0.11, 0.14, 0.09, 0.08, 0.08, 0.07, 0.04, -0.03, -0.36, -0.18, -0.24, -0.08, 0.07, 0.07, 0.06, 0.06, 0.12, 0.12, 0.11, 0.09, 0.06, 0.09, 0.04, 0.05, -0.06, -0.41, -0.21, -0.20, -0.13, 0.05, 0.10, 0.05, 0.07, 0.10, 0.11, 0.13, 0.11, 0.08, 0.08, 0.07, 0.01, -0.05, -0.46, -0.15, -0.20, -0.15, 0.04, 0.06, 0.09, 0.07, 0.09, 0.12, 0.10, 0.10, 0.08, 0.08, 0.08, 0.02, -0.05, -0.42, -0.25, -0.20, -0.08, 0.07, 0.06, 0.08, 0.08, 0.12, 0.11, 0.11, 0.09, 0.09, 0.05, 0.07, 0.06, -0.04, -0.44, -0.18, -0.19, -0.11, 0.06, 0.07, 0.08, 0.05, 0.17, 0.10, 0.12, 0.06, 0.10, 0.07, 0.02, 0.05]
}

ii | {
  "formula": "C64H176N16O16",
  "method": "ωB97M-V/def2-TZVPD",
  "lumo_ev": 0.61,
  "homo_ev": -8.579,
  "orbital_gap_ev": 9.186,
  "elements": ["C", "C", "C", "O", "C", "N", "H", "H", "H", "H", "H", "H", "H", "H", "H", "H", "H", "C", "C", "C", "O", "C", "N", "H", "H", "H", "H", "H", "H", "H", "H", "H", "H", "H", "C", "C", "C", "O", "C", "N", "H", "H", "H", "H", "H", "H", "H", "H", "H", "H", "H", "C", "C", "C", "O", "C", "N", "H", "H", "H", "H", "H", "H", "H", "H", "H", "H", "H", "C", "C", "C", "O", "C", "N", "H", "H", "H", "H", "H", "H", "H", "H", "H", "H", "H", "C", "C", "C", "O", "C", "N", "H", "H", "H", "H", "H", "H", "H", "H", "H", "H", "H", "C", "C", "C", "O", "C", "N", "H", "H", "H", "H", "H", "H", "H", "H", "H", "H", "H", "C", "C", "C", "O", "C", "N", "H", "H", "H", "H", "H", "H", "H", "H", "H", "H", "H", "C", "C", "C", "O", "C", "N", "H", "H", "H", "H", "H", "H", "H", "H", "H", "H", "H", "C", "C", "C", "O", "C", "N", "H", "H", "H", "H", "H", "H", "H", "H", "H", "H", "H", "C", "C", "C", "O", "C", "N", "H", "H", "H", "H", "H", "H", "H", "H", "H", "H", "H", "C", "C", "C", "O", "C", "N", "H", "H", "H", "H", "H", "H", "H", "H", "H", "H", "H", "C", "C", "C", "O", "C", "N", "H", "H", "H", "H", "H", "H", "H", "H", "H", "H", "H", "C", "C", "C", "O", "C", "N", "H", "H", "H", "H", "H", "H", "H", "H", "H", "H", "H", "C", "C", "C", "O", "C", "N", "H", "H", "H", "H", "H", "H", "H", "H", "H", "H", "H", "C", "C", "C", "O", "C", "N", "H", "H", "H", "H", "H", "H", "H", "H", "H", "H", "H"],
  "positions_angstrom": [[0.770, 1.859, -7.944], [0.101, 2.469, -6.684], [1.049, 2.658, -5.592], [2.044, 3.606, -5.876], [2.803, 4.041, -4.796], [-0.616, 3.625, -7.085], [1.173, 0.882, -7.681], [1.638, 2.442, -8.236], [0.114, 1.806, -8.794], [-0.625, 1.716, -6.377], [1.637, 1.789, -5.287], [0.598, 2.983, -4.610], [3.640, 4.608, -5.284], [3.093, 3.200, -4.137], [2.276, 4.820, -4.166], [-0.820, 4.150, -6.240], [-0.003, 4.200, -7.686], [-6.731, 6.256, -1.094], [-5.526, 5.366, -1.110], [-5.596, 4.300, 0.034], [-4.494, 3.393, -0.127], [-4.536, 2.376, 0.814], [-5.302, 4.772, -2.437], [-6.590, 7.118, -1.747], [-7.151, 6.579, -0.152], [-7.602, 5.686, -1.499], [-4.605, 5.921, -0.794], [-6.504, 3.681, -0.087], [-5.623, 4.736, 1.047], [-5.601, 2.088, 0.789], [-4.217, 2.599, 1.821], [-4.014, 1.552, 0.329], [-4.424, 4.251, -2.435], [-6.066, 4.128, -2.614], [-5.220, -0.702, 3.056], [-5.775, -2.121, 2.951], [-5.565, -2.942, 4.204], [-6.171, -4.207, 3.875], [-6.248, -5.129, 4.970], [-7.253, -2.007, 2.672], [-4.195, -0.715, 3.420], [-5.733, -0.118, 3.824], [-5.294, -0.141, 2.123], [-5.282, -2.730, 2.233], [-5.975, -2.532, 5.116], [-4.485, -2.995, 4.402], [-6.339, -6.167, 4.626], [-7.044, -4.882, 5.674], [-5.283, -5.141, 5.514], [-7.708, -2.908, 2.758], [-7.644, -1.317, 3.288], [6.025, 3.872, -1.483], [5.882, 2.483, -2.139], [6.759, 2.193, -3.427], [6.215, 2.731, -4.645], [5.383, 1.888, -5.371], [6.292, 1.551, -1.096], [7.101, 3.997, -1.141], [5.382, 4.021, -0.640], [5.808, 4.760, -2.164], [4.842, 2.320, -2.446], [6.866, 1.097, -3.517], [7.769, 2.551, -3.323], [5.923, 1.088, -5.969], [4.896, 2.487, -6.113], [4.554, 1.518, -4.749], [5.865, 1.935, -0.267], [5.903, 0.653, -1.243], [2.720, 1.635, -1.046], [1.772, 1.041, -0.024], [0.454, 0.591, -0.641], [-0.350, 0.046, 0.424], [-1.627, -0.373, -0.096], [2.525, 0.018, 0.697], [3.079, 0.844, -1.731], [3.529, 2.116, -0.500], [2.259, 2.453, -1.640], [1.461, 1.813, 0.699], [0.669, -0.175, -1.359], [-0.062, 1.444, -1.066], [-1.481, -1.147, -0.860], [-2.221, 0.480, -0.464], [-2.199, -0.815, 0.716], [2.873, -0.648, 0.002], [2.017, -0.475, 1.388], [5.660, 2.873, 3.707], [4.564, 2.903, 2.623], [4.459, 4.281, 1.947], [3.884, 5.230, 2.801], [3.911, 6.582, 2.445], [4.998, 2.024, 1.530], [5.494, 2.011, 4.298], [5.600, 3.684, 4.427], [6.641, 2.983, 3.210], [3.586, 2.616, 3.007], [3.815, 4.277, 1.063], [5.489, 4.664, 1.656], [4.969, 6.979, 2.546], [3.287, 7.132, 3.142], [3.534, 6.729, 1.392], [5.894, 1.672, 1.721], [4.378, 1.237, 1.402], [-0.612, 1.965, 3.701], [0.522, 0.910, 3.762], [1.285, 1.091, 5.071], [2.370, 0.201, 5.210], [3.330, 0.720, 6.158], [-0.109, -0.400, 3.678], [-0.129, 2.952, 3.834], [-1.316, 1.756, 4.560], [-1.210, 1.978, 2.797], [1.213, 0.981, 2.916], [0.468, 0.842, 5.794], [1.568, 2.120, 5.217], [3.600, 1.752, 5.964], [4.266, 0.152, 6.077], [2.909, 0.599, 7.154], [-0.717, -0.423, 2.867], [0.512, -1.183, 3.735], [-1.960, 5.876, -3.546], [-1.788, 6.540, -2.209], [-0.332, 7.100, -2.071], [0.574, 6.034, -2.073], [1.900, 6.363, -1.620], [-2.823, 7.628, -2.091], [-2.966, 5.516, -3.751], [-1.294, 5.002, -3.703], [-1.717, 6.716, -4.224], [-1.983, 5.878, -1.350], [-0.277, 7.569, -1.116], [-0.130, 7.814, -2.856], [2.446, 7.097, -2.212], [2.459, 5.455, -1.732], [1.994, 6.556, -0.519], [-2.465, 8.481, -1.629], [-3.164, 7.933, -3.008], [-2.183, 1.060, -3.397], [-3.663, 0.682, -3.624], [-3.823, -0.718, -4.147], [-3.036, -0.863, -5.288], [-3.057, -2.172, -5.954], [-4.274, 0.728, -2.274], [-2.052, 2.106, -3.042], [-1.559, 0.820, -4.236], [-1.811, 0.365, -2.605], [-4.125, 1.448, -4.304], [-4.883, -1.017, -4.304], [-3.471, -1.403, -3.365], [-4.130, -2.467, -6.031], [-2.540, -2.916, -5.320], [-2.474, -2.123, -6.908], [-4.132, 1.684, -1.968], [-5.312, 0.680, -2.403], [-2.400, -7.589, 3.520], [-1.160, -6.950, 4.061], [-1.354, -5.483, 4.228], [-1.428, -4.988, 2.885], [-1.670, -3.585, 2.812], [-0.824, -7.564, 5.353], [-2.281, -8.691, 3.445], [-2.695, -7.276, 2.544], [-3.264, -7.427, 4.156], [-0.459, -7.115, 3.309], [-0.522, -5.048, 4.630], [-2.299, -5.270, 4.744], [-1.546, -3.274, 1.761], [-0.939, -3.018, 3.446], [-2.670, -3.341, 3.236], [-0.552, -8.557, 5.298], [-0.051, -7.104, 5.859], [-3.480, -3.664, -1.074], [-4.976, -3.396, -0.737], [-5.410, -4.481, 0.253], [-5.236, -5.766, -0.329], [-5.124, -6.791, 0.607], [-5.110, -2.086, -0.107], [-3.062, -2.779, -1.469], [-3.497, -4.496, -1.904], [-2.899, -3.980, -0.176], [-5.605, -3.602, -1.601], [-6.478, -4.400, 0.566], [-4.786, -4.421, 1.185], [-6.015, -6.972, 1.240], [-4.302, -6.575, 1.350], [-4.860, -7.664, 0.016], [-4.822, -1.329, -0.740], [-6.080, -1.862, 0.213], [4.067, -3.490, 6.606], [2.643, -3.647, 6.014], [1.496, -2.891, 6.736], [0.233, -3.245, 6.120], [-0.849, -2.467, 6.547], [2.616, -3.262, 4.578], [4.832, -4.000, 6.108], [4.108, -3.847, 7.624], [4.234, -2.403, 6.606], [2.434, -4.721, 5.987], [1.686, -1.814, 6.584], [1.463, -3.139, 7.785], [-0.489, -1.458, 6.832], [-1.302, -2.956, 7.385], [-1.527, -2.219, 5.768], [2.670, -2.263, 4.432], [1.689, -3.582, 4.218], [-0.784, -4.985, -3.449], [0.110, -3.962, -4.075], [0.059, -2.696, -3.336], [0.889, -1.664, -3.872], [0.674, -1.115, -5.061], [1.425, -4.482, -4.328], [-0.865, -5.799, -4.167], [-1.751, -4.620, -3.229], [-0.228, -5.432, -2.568], [-0.356, -3.811, -5.025], [0.451, -2.920, -2.365], [-1.010, -2.366, -3.309], [1.464, -0.316, -5.275], [-0.355, -0.639, -5.251], [0.689, -1.809, -5.909], [2.078, -3.850, -4.749], [1.858, -4.853, -3.490], [-0.602, 3.758, 0.214], [-0.367, 5.010, 1.068], [-1.461, 5.177, 2.106], [-2.736, 5.510, 1.588], [-3.010, 6.929, 1.536], [0.966, 4.889, 1.724], [-1.670, 3.821, -0.211], [-0.530, 2.876, 0.845], [0.070, 3.651, -0.660], [-0.337, 5.839, 0.338], [-1.228, 5.884, 2.936], [-1.596, 4.147, 2.542], [-3.361, 7.279, 2.523], [-3.780, 7.142, 0.813], [-2.089, 7.436, 1.274], [1.343, 5.702, 2.177], [1.670, 4.489, 1.166], [1.183, -3.639, 0.926], [2.330, -4.615, 0.774], [2.055, -5.798, 1.649], [2.972, -6.896, 1.376], [4.281, -6.659, 2.007], [2.540, -5.021, -0.691], [0.828, -3.637, 1.941], [0.407, -4.016, 0.242], [1.490, -2.649, 0.552], [3.313, -4.165, 0.993], [0.993, -6.146, 1.519], [2.087, -5.570, 2.711], [4.938, -7.469, 1.726], [4.247, -6.404, 3.060], [4.746, -5.768, 1.565], [1.699, -5.535, -0.901], [3.258, -5.741, -0.588], [5.247, -2.674, -0.580], [4.665, -1.874, -1.706], [5.216, -2.300, -3.063], [4.572, -1.521, -4.063], [4.530, -2.093, -5.406], [3.245, -2.023, -1.702], [5.056, -3.735, -0.675], [4.701, -2.380, 0.291], [6.248, -2.464, -0.297], [4.904, -0.788, -1.616], [4.975, -3.376, -3.088], [6.267, -2.166, -3.131], [3.792, -2.883, -5.350], [5.546, -2.486, -5.615], [4.162, -1.353, -6.066], [2.828, -1.698, -2.557], [2.880, -2.963, -1.534]],
  "lowdin_charge": [-0.04, -0.47, -0.23, -0.20, -0.12, 0.05, 0.07, 0.07, 0.07, 0.12, 0.10, 0.14, 0.11, 0.07, 0.09, 0.07, 0.09, -0.07, -0.44, -0.18, -0.23, -0.13, 0.06, 0.08, 0.07, 0.09, 0.11, 0.12, 0.13, 0.09, 0.09, 0.06, 0.05, 0.07, -0.05, -0.42, -0.20, -0.21, -0.09, 0.06, 0.07, 0.08, 0.06, 0.07, 0.12, 0.10, 0.08, 0.08, 0.08, 0.06, 0.06, -0.06, -0.41, -0.15, -0.19, -0.15, 0.05, 0.10, 0.02, 0.09, 0.10, 0.12, 0.11, 0.11, 0.07, 0.08, 0.00, 0.02, -0.05, -0.42, -0.18, -0.21, -0.09, 0.08, 0.08, 0.04, 0.08, 0.11, 0.11, 0.10, 0.07, 0.06, 0.07, 0.04, 0.04, -0.04, -0.37, -0.22, -0.22, -0.12, 0.04, 0.05, 0.08, 0.09, 0.14, 0.10, 0.14, 0.10, 0.08, 0.08, 0.05, 0.05, -0.05, -0.42, -0.22, -0.20, -0.09, 0.07, 0.07, 0.10, 0.05, 0.11, 0.13, 0.11, 0.07, 0.08, 0.09, 0.06, 0.04, -0.07, -0.41, -0.22, -0.20, -0.09, 0.04, 0.06, 0.08, 0.09, 0.11, 0.10, 0.12, 0.09, 0.06, 0.08, 0.07, 0.07, -0.04, -0.41, -0.24, -0.22, -0.05, 0.04, 0.09, 0.04, 0.06, 0.15, 0.13, 0.11, 0.09, 0.06, 0.10, 0.04, 0.10, -0.06, -0.45, -0.18, -0.20, -0.09, 0.04, 0.09, 0.04, 0.08, 0.11, 0.08, 0.14, 0.08, 0.07, 0.08, 0.08, 0.07, -0.04, -0.42, -0.22, -0.19, -0.12, 0.05, 0.01, 0.11, 0.08, 0.13, 0.14, 0.11, 0.09, 0.08, 0.09, 0.05, 0.09, -0.04, -0.39, -0.16, -0.22, -0.11, 0.05, 0.05, 0.07, 0.07, 0.13, 0.11, 0.12, 0.09, 0.08, 0.06, 0.05, 0.06, -0.04, -0.50, -0.17, -0.18, -0.17, 0.09, 0.09, 0.04, 0.10, 0.12, 0.11, 0.13, 0.10, 0.09, 0.09, 0.04, 0.06, -0.05, -0.39, -0.20, -0.21, -0.07, 0.09, 0.10, 0.05, 0.08, 0.10, 0.13, 0.11, 0.09, 0.06, 0.08, 0.05, 0.03, -0.04, -0.41, -0.20, -0.20, -0.07, 0.06, 0.05, 0.09, 0.07, 0.11, 0.14, 0.11, 0.08, 0.08, 0.07, 0.05, 0.07, -0.05, -0.45, -0.20, -0.22, -0.04, 0.07, 0.07, 0.06, 0.07, 0.11, 0.13, 0.11, 0.06, 0.10, 0.07, 0.05, 0.05]
}

Most stable: ii (next structure +0.0537 hartree)